Formula: C35H78ClFNO10P2S
Source: the Open Molecules 2025 dataset
Level of theory: ωB97M-V/def2-TZVPD

Values from the calculation:
total energy	-104173.09250	eV
HOMO	-4.815	eV
F_max	4.97	eV Å⁻¹
HOMO-LUMO gap	6.85	eV
molar mass	821.472	g/mol
LUMO level	0.0746	Eh

Structure (ORCA input):
```
! wB97M-V def2-TZVPD RIJCOSX def2/J DEFGRID3
* xyz -1 1
C -2.83 -1.43 -0.23
C -1.46 -0.83 0.26
C -1.56 0.74 0.23
C -0.78 1.40 -0.97
C -1.77 1.73 -2.14
C -1.47 1.01 -3.51
C -0.90 -0.44 -3.41
C 0.54 -0.61 -4.02
C 1.57 0.46 -3.54
C 2.56 0.76 -4.74
C 3.55 -0.43 -4.95
C 4.43 -0.73 -3.67
C 4.05 -2.13 -3.03
C 3.80 -2.11 -1.50
P 5.26 -1.92 -0.32
P 4.83 -3.74 0.96
N 4.31 -5.05 0.22
S 6.82 -2.89 -1.57
O 6.48 -4.20 -2.11
O 8.01 -3.02 -0.69
F 7.32 -1.91 -2.80
O 5.81 -0.39 -0.93
C 5.45 0.69 -0.08
C 4.63 1.80 -0.81
C 4.79 3.23 -0.19
C 3.40 3.94 -0.19
Cl 3.18 4.85 -1.77
C 4.85 0.05 1.26
C 4.03 0.96 2.22
C 4.20 0.31 3.65
C 2.52 1.10 1.82
C 1.51 0.77 2.98
O 4.19 -1.11 0.81
H -2.74 -2.47 -0.61
H -3.56 -1.45 0.61
H -3.28 -0.79 -1.02
H -0.60 -1.23 -0.29
H -1.36 -1.16 1.32
H -2.64 0.99 0.18
H -1.13 1.13 1.17
H 0.12 0.83 -1.27
H -0.40 2.37 -0.57
H -2.83 1.56 -1.89
H -1.67 2.82 -2.34
H -0.82 1.63 -4.15
H -2.45 0.94 -4.05
H -0.91 -0.87 -2.39
H -1.57 -1.09 -4.02
H 0.49 -0.71 -5.12
H 0.92 -1.59 -3.65
H 2.12 0.13 -2.65
H 1.11 1.44 -3.29
H 1.91 0.84 -5.64
H 3.08 1.74 -4.60
H 3.04 -1.33 -5.34
H 4.24 -0.11 -5.77
H 4.20 0.09 -2.97
H 5.47 -0.70 -4.01
H 4.71 -2.93 -3.42
H 3.05 -2.35 -3.49
H 3.13 -2.96 -1.24
H 3.17 -1.21 -1.30
H 6.34 -1.75 0.63
H 6.01 -3.93 1.75
H 3.80 -3.35 1.89
H 4.29 -4.88 -0.78
H 6.38 1.24 0.24
H 5.03 1.86 -1.85
H 3.57 1.48 -0.87
H 5.44 3.85 -0.84
H 5.27 3.22 0.81
H 3.29 4.69 0.61
H 2.55 3.23 -0.16
H 5.79 -0.12 1.85
H 4.50 1.96 2.32
H 5.28 0.14 3.86
H 3.82 0.97 4.46
H 3.72 -0.69 3.65
H 2.35 2.18 1.61
H 2.30 0.51 0.91
H 1.70 1.42 3.85
H 1.54 -0.30 3.25
H 0.48 1.01 2.63
C -3.89 3.63 6.71
O -3.33 4.30 5.60
C -3.29 5.71 5.74
C -1.94 6.28 5.31
O -0.84 5.95 6.15
C -0.38 4.61 6.17
C 0.23 4.10 4.88
O -0.76 3.90 3.88
C -0.36 4.33 2.59
H -4.99 3.65 6.65
H -3.56 2.59 6.68
H -3.56 4.07 7.66
H -3.50 6.02 6.77
H -4.06 6.13 5.09
H -2.02 7.37 5.35
H -1.72 6.03 4.27
H -1.17 3.94 6.53
H 0.40 4.59 6.93
H 0.71 3.13 5.06
H 1.00 4.81 4.54
H 0.15 5.30 2.63
H -1.26 4.45 1.98
H 0.29 3.58 2.12
C -9.17 -3.05 -3.19
O -8.04 -3.90 -3.23
C -6.81 -3.22 -3.36
C -5.75 -3.76 -2.41
O -5.98 -3.50 -1.03
C -7.07 -4.16 -0.39
C -6.92 -5.67 -0.27
O -7.08 -6.32 -1.52
C -6.17 -7.38 -1.74
H -9.46 -2.76 -4.21
H -9.99 -3.60 -2.74
H -8.98 -2.16 -2.59
H -6.93 -2.14 -3.20
H -6.45 -3.37 -4.39
H -4.82 -3.24 -2.64
H -5.57 -4.82 -2.58
H -8.02 -3.89 -0.85
H -7.09 -3.76 0.63
H -7.71 -6.05 0.40
H -5.95 -5.91 0.18
H -5.15 -7.10 -1.42
H -6.14 -7.58 -2.81
H -6.49 -8.28 -1.21
*
```

Formula: C13H28Br2O10P2
Source: the Open Molecules 2025 dataset
Level of theory: ωB97M-V/def2-TZVPD

Values from the calculation:
total energy	-193071.31601	eV
HOMO	-9.348	eV
SMILES	C[C@H](Br)[C@@H](Br)[C@H]1CCOC1=O.COP(=O)(OC)OC.COP(=O)(OC)OC
F_max	7.87	eV Å⁻¹
HOMO-LUMO gap	7.41	eV
molar mass	566.113	g/mol
LUMO level	-0.0713	Eh

Structure (ORCA input):
```
! wB97M-V def2-TZVPD RIJCOSX def2/J DEFGRID3
* xyz 0 1
C 2.26 -1.25 0.75
C 2.49 0.08 0.05
Br 4.29 0.65 0.61
C 1.47 1.16 0.45
Br 2.08 2.85 -0.34
C 0.08 0.78 -0.01
C -0.80 -0.07 0.92
C -2.00 -0.19 -0.03
O -2.07 1.08 -0.69
C -0.99 1.84 -0.30
O -1.01 3.02 -0.20
H 1.28 -1.68 0.58
H 2.98 -1.96 0.34
H 2.51 -1.19 1.81
H 2.49 -0.06 -1.03
H 1.48 1.30 1.52
H 0.10 0.20 -0.94
H -1.26 0.47 1.76
H -0.38 -0.98 1.31
H -2.94 -0.56 0.38
H -1.77 -0.94 -0.80
C -1.83 2.51 -3.73
O -1.34 3.12 -4.94
P 0.17 2.66 -5.46
O 1.04 3.06 -4.31
O 0.09 3.75 -6.65
C 0.00 5.13 -6.32
O 1.11 1.68 -6.36
C 2.45 2.12 -6.57
H -2.92 2.57 -3.74
H -1.54 1.46 -3.66
H -1.45 3.05 -2.87
H 0.48 5.34 -5.37
H -1.04 5.45 -6.29
H 0.51 5.69 -7.11
H 3.05 1.92 -5.68
H 2.49 3.18 -6.82
H 2.85 1.54 -7.40
C -3.45 -4.49 5.05
O -2.49 -3.46 4.79
P -0.89 -3.91 4.63
O -0.72 -4.50 6.01
O -0.48 -2.35 4.50
C -0.84 -1.44 5.55
O 0.57 -4.34 3.99
C 1.71 -4.15 4.82
H -4.42 -4.14 4.72
H -3.21 -5.40 4.50
H -3.48 -4.70 6.11
H -0.91 -1.95 6.51
H -1.79 -0.96 5.32
H -0.07 -0.68 5.60
H 1.78 -4.94 5.56
H 1.69 -3.18 5.31
H 2.59 -4.19 4.17
*
```

> The lowest HOMO-LUMO gap belongs to which entry?

C35H78ClFNO10P2S

> molar mass of number 1 (C35H78ClFNO10P2S)?

821.472 g/mol